a.
This record from OMol25 describes one molecule with the formula C7H8S2. The level of theory is ωB97M-V with the def2-TZVPD basis set.

The SMILES is C[C@@H]1Cc2ccsc2S1. As for the orbital gap: 8.6 eV.

```
! RIJCOSX wB97M-V def2-TZVPD def2/J DEFGRID3
* xyz 0 1
C -1.09028 1.17792 0.98890
C -0.53415 1.24018 -0.43905
C -0.11430 -0.34760 -0.93042
C 1.27845 -0.42259 -0.44173
C 2.16715 -1.49646 -0.09384
C 3.37678 -1.11257 0.31807
S 3.55994 0.58020 0.27924
C 1.92376 0.72874 -0.25389
S 1.01338 2.18231 -0.41537
H -2.04982 0.70213 1.25868
H -1.35463 2.25601 1.46684
H -0.35037 0.82579 1.75784
H -1.06559 1.72889 -1.26969
H -0.15445 -0.38527 -1.98092
H -0.87465 -1.09036 -0.57888
H 1.72562 -2.53240 0.02238
H 4.14470 -1.71246 0.70869
*
```

b.
This record from OMol25 describes one molecule with the formula C7H8S2. The level of theory is ωB97M-V with the def2-TZVPD basis set.

The SMILES is Cc1cscc(C)c1=S. As for the orbital gap: 7.7 eV.

```
! RIJCOSX wB97M-V def2-TZVPD def2/J DEFGRID3
* xyz 0 1
C 0.15319 2.78841 0.02942
C -0.34368 1.29067 -0.33563
C -1.63839 0.99175 -0.13112
S -2.42013 -0.44244 -0.25002
C -1.10829 -1.55929 -0.19804
C 0.19051 -1.30697 -0.14719
C 1.12072 -2.43384 0.03403
C 0.66714 0.15577 -0.25138
S 2.33283 0.26132 -0.29868
H 1.33387 3.15450 -0.33303
H 0.17912 3.00924 1.32057
H -0.73894 3.46365 -0.26359
H -2.54667 1.70705 0.12489
H -1.34544 -2.61112 0.09838
H 1.77248 -2.84174 -0.77898
H 0.73278 -3.32243 0.40336
H 1.65887 -2.30456 0.97701
*
```

Short version: a, b, most stable first.

a.
This record from OMol25 describes one molecule with the formula C3H5F2N. The level of theory is ωB97M-V with the def2-TZVPD basis set.

The SMILES is N[C@]1(F)C[C@H]1F. As for the orbital gap: 10.7 eV.

```
! RIJCOSX wB97M-V def2-TZVPD def2/J DEFGRID3
* xyz 0 1
N -0.89305 -0.73429 -0.72709
C 0.29705 -0.70048 -0.00369
F 0.85399 -1.92624 0.31574
C 0.60865 0.42078 0.95046
C 1.37125 0.48391 -0.34810
F 2.68764 0.18235 -0.34860
H -0.79416 -1.21366 -1.61576
H -1.65044 -1.15642 -0.20076
H 1.18589 0.15773 1.82574
H -0.15776 1.16082 1.12118
H 1.10176 1.17976 -1.12658
*
```

b.
This record from OMol25 describes one molecule with the formula C3H5F2N. The level of theory is ωB97M-V with the def2-TZVPD basis set.

The SMILES is FC1(F)CNC1. As for the orbital gap: 10.9 eV.

```
! RIJCOSX wB97M-V def2-TZVPD def2/J DEFGRID3
* xyz 0 1
F -1.33655 -1.02461 -0.98113
C -0.76984 -0.00680 -0.21845
F -1.88237 0.55013 0.37341
C 0.11845 -0.72664 0.75748
N 1.21225 -0.32919 -0.28844
C 0.31551 0.79523 -0.69095
H -0.33551 -1.83363 0.83416
H 0.05686 -0.31041 1.85603
H 2.26009 -0.03807 0.11041
H 0.21607 1.77544 -0.01792
H 0.14502 1.14853 -1.73460
*
```

Short version: a, b, most stable first.